Entry 1:
This record from OMol25 describes a 2-piece molecular cluster, C2H8N3O overall in a non-equilibrium geometry. The level of theory is the ωB97M-V functional and the def2-TZVPD basis.

Computed properties:
Frontier orbital gap: 7.3 eV
Largest force on an atom: 1.80 eV Å⁻¹
HOMO level: -12.97 eV
Multiplicity: 1
Net charge: +1
ΔE to the lowest compared entry with this formula, charge and spin: 283.18 kJ/mol
Total energy: -320.216719 Ha

Last column: natural (NBO) charge in e.
CARTESIAN COORDINATES (ANGSTROEM)
C: -0.514 0.704 0.806  0.607
C: 0.953 -1.562 -1.534  0.398
N: -1.338 1.707 1.185  -0.801
N: -0.542 -0.412 1.560  -0.799
N: 0.282 0.770 -0.214  -0.854
O: 1.349 -1.024 -2.611  -0.511
H: 1.611 -1.763 -0.696  0.211
H: -0.092 -1.845 -1.520  0.221
H: -1.752 1.699 2.101  0.403
H: -1.290 2.598 0.724  0.412
H: -1.158 -0.493 2.349  0.408
H: 0.005 -1.211 1.307  0.395
H: 0.200 1.583 -0.805  0.368
H: 2.287 -0.751 -2.654  0.543

Force components x, y, z for each atom (eV/Å):
C 0.29 0.59 -0.55
C -0.13 1.67 0.01
N -0.30 0.06 0.27
N -0.25 -0.25 0.43
N 0.43 -1.63 -0.62
O -0.11 -0.49 0.20
H 0.18 0.00 -0.14
H -0.02 -0.09 -0.05
H -0.03 0.06 -0.03
H 0.08 -0.07 0.01
H 0.03 -0.06 -0.02
H 0.07 0.11 0.06
H -0.13 0.20 0.17
H -0.10 -0.10 0.27



Entry 2:
This record from OMol25 describes an isolated ion of composition C2H8N3O and charge +1 in a non-equilibrium geometry. The level of theory is the ωB97M-V functional and the def2-TZVPD basis.

Computed properties:
Frontier orbital gap: 11.3 eV
Largest force on an atom: 3.30 eV Å⁻¹
SMILES string: C[C@H]1N[NH2+]ON1
HOMO level: -14.96 eV
Multiplicity: 1
Net charge: +1
ΔE to the lowest compared entry with this formula, charge and spin: 691.16 kJ/mol
Total energy: -320.061329 Ha

Last column: natural (NBO) charge in e.
CARTESIAN COORDINATES (ANGSTROEM)
C: 0.354 -0.292 0.576  0.009
C: 1.593 -0.062 -0.313  -0.664
N: -0.498 0.888 0.742  -0.388
N: -0.678 -1.217 0.413  -0.318
N: -1.239 0.758 -0.464  -0.117
O: -1.770 -0.510 -0.520  -0.228
H: 0.812 -0.448 1.575  0.269
H: 1.403 0.224 -1.462  0.211
H: 2.273 -0.981 -0.382  0.267
H: 2.165 0.759 0.093  0.258
H: -1.150 0.652 1.542  0.411
H: -0.582 -2.116 0.055  0.402
H: -2.011 1.464 -0.550  0.457
H: -0.673 0.880 -1.305  0.430

Force components x, y, z for each atom (eV/Å):
C 1.97 0.99 1.33
C -0.11 -0.81 -3.20
N 0.38 1.05 0.19
N -2.72 0.35 -0.09
N -1.68 1.48 0.02
O 1.52 -1.82 0.96
H -0.56 -0.23 -0.27
H 0.08 -0.64 2.43
H -1.15 1.19 0.34
H 0.11 0.13 0.27
H 0.52 0.59 -1.28
H 0.42 -1.76 -1.37
H 0.42 -0.73 0.48
H 0.78 0.22 0.18



Entry 3:
This record from OMol25 describes a 2-piece molecular cluster, C2H8N3O overall in a non-equilibrium geometry. The level of theory is the ωB97M-V functional and the def2-TZVPD basis.

Computed properties:
Frontier orbital gap (alpha / beta): 8.7 / 8.7 eV
Largest force on an atom: 4.78 eV Å⁻¹
HOMO level (alpha / beta): -14.19 / -14.19 eV
Multiplicity: 1
Net charge: +1
ΔE to the lowest compared entry with this formula, charge and spin: 714.65 kJ/mol
Total energy: -320.052380 Ha

Last column: natural (NBO) charge in e.
CARTESIAN COORDINATES (ANGSTROEM)
C: 2.277 0.642 0.294  -0.475
C: -2.552 -0.423 -0.012  -0.571
N: 1.195 0.168 -0.554  -0.190
N: 0.605 -0.956 -0.386  -0.193
N: -1.246 0.012 0.083  0.235
O: -0.813 1.121 -0.018  -0.222
H: 2.593 1.666 0.213  0.262
H: 2.004 0.574 1.312  0.238
H: 3.195 -0.047 0.093  0.250
H: -2.854 -0.966 0.887  0.295
H: -2.736 -1.268 -0.687  0.298
H: -3.465 0.154 -0.363  0.255
H: 0.821 0.770 -1.369  0.443
H: 0.977 -1.448 0.510  0.375

Force components x, y, z for each atom (eV/Å):
C 2.33 -1.45 -0.43
C -4.67 -0.41 -0.96
N -1.23 -0.99 -0.92
N 1.77 0.97 0.28
N 2.45 0.63 0.55
O -2.48 -0.45 -0.06
H -0.27 0.46 -0.96
H -0.52 -0.56 1.16
H -1.57 1.30 0.39
H 0.47 0.35 0.58
H 1.49 -0.22 -0.31
H 1.60 0.76 0.81
H 1.19 -1.49 1.45
H -0.56 1.09 -1.58



Entry 4:
This record from OMol25 describes an isolated ion of composition C2H8N3O2 and charge +1 in a non-equilibrium geometry. The level of theory is the ωB97M-V functional and the def2-TZVPD basis.

Computed properties:
Frontier orbital gap: 11.3 eV
Largest force on an atom: 4.38 eV Å⁻¹
SMILES string: CN(O)/C(N)=[NH+]\O
HOMO level: -14.68 eV
Multiplicity: 1
Net charge: +1
ΔE to the lowest compared entry with this formula, charge and spin: 559.83 kJ/mol
Total energy: -395.344102 Ha

Last column: natural (NBO) charge in e.
CARTESIAN COORDINATES (ANGSTROEM)
C: -0.139 -0.737 0.181  0.618
C: -0.763 1.556 -0.143  -0.445
N: -1.253 -1.303 0.561  -0.759
N: 0.109 0.691 0.692  -0.117
N: 0.661 -1.361 -0.633  -0.242
O: 1.414 1.026 0.489  -0.588
O: 1.725 -0.887 -1.426  -0.515
H: -0.513 2.656 0.013  0.253
H: -0.686 1.315 -1.164  0.198
H: -1.774 1.358 0.128  0.222
H: -1.857 -1.059 1.399  0.450
H: -1.734 -2.086 0.258  0.431
H: 0.670 -2.377 -0.777  0.435
H: 1.832 1.256 1.446  0.518
H: 2.309 -0.046 -1.022  0.541

Force components x, y, z for each atom (eV/Å):
C 0.82 2.87 0.66
C 0.52 1.70 1.03
N -2.27 1.37 3.48
N -1.97 -3.13 -1.11
N 2.08 -0.24 -0.50
O 3.01 1.01 2.81
O 1.26 2.65 1.03
H -0.27 -1.63 0.03
H 0.44 -0.10 -1.47
H -0.78 0.08 0.48
H 1.93 0.80 -1.10
H 0.07 -2.09 -1.95
H -0.46 0.61 0.29
H -1.56 -0.84 -3.15
H -2.81 -3.05 -0.52



Entry 5:
This record from OMol25 describes a 2-piece molecular cluster, C2H8N3O3 overall in a non-equilibrium geometry. The level of theory is the ωB97M-V functional and the def2-TZVPD basis.

Computed properties:
Frontier orbital gap (alpha / beta): 8.7 / 8.7 eV
Largest force on an atom: 4.65 eV Å⁻¹
HOMO level (alpha / beta): -12.70 / -12.70 eV
Multiplicity: 1
Net charge: +1
ΔE to the lowest compared entry with this formula, charge and spin: 582.60 kJ/mol
Total energy: -470.533288 Ha

Last column: natural (NBO) charge in e.
CARTESIAN COORDINATES (ANGSTROEM)
C: 0.039 1.254 0.088  0.690
C: 1.621 -0.584 0.109  0.132
N: -2.129 2.149 -0.440  -0.665
N: -1.145 1.162 -0.390  -0.072
N: 0.988 -1.693 0.986  -0.744
O: 0.753 2.038 0.643  -0.545
O: 2.576 0.124 0.677  -0.694
O: -1.577 0.035 -1.235  -0.514
H: 1.936 -0.910 -0.976  0.224
H: -2.687 2.019 0.413  0.389
H: -1.868 3.139 -0.617  0.419
H: 1.361 -2.517 0.588  0.440
H: -0.041 -1.668 1.157  0.461
H: 1.425 -1.844 1.921  0.448
H: 2.379 1.062 0.859  0.526
H: -2.506 0.430 -1.478  0.508

Force components x, y, z for each atom (eV/Å):
C 4.07 -2.22 0.46
C -1.75 2.59 -2.38
N -0.51 0.16 1.03
N -2.13 -0.36 -1.94
N 0.82 0.58 1.37
O -1.03 0.14 -0.17
O 0.54 -0.98 0.59
O -1.03 2.14 0.85
H -1.11 -0.14 2.39
H 0.19 0.69 -0.51
H 0.36 -1.23 0.17
H -0.64 -1.80 -1.20
H 0.95 -0.13 -0.81
H -0.13 1.24 -0.26
H -0.83 0.37 0.02
H 2.25 -1.06 0.39



Entry 6:
This record from OMol25 describes a 2-piece molecular cluster, C2H8N3O3 overall in a non-equilibrium geometry. The level of theory is the ωB97M-V functional and the def2-TZVPD basis.

Computed properties:
Frontier orbital gap: 10.5 eV
Largest force on an atom: 4.45 eV Å⁻¹
HOMO level: -14.00 eV
Multiplicity: 1
Net charge: +1
ΔE to the lowest compared entry with this formula, charge and spin: 318.15 kJ/mol
Total energy: -470.634010 Ha

Last column: natural (NBO) charge in e.
CARTESIAN COORDINATES (ANGSTROEM)
C: 0.669 1.368 -0.002  0.394
C: -1.152 -1.700 -1.083  0.554
N: 1.140 1.878 2.192  -0.581
N: 0.948 0.989 1.222  0.142
N: -1.204 -2.618 -2.066  -0.784
O: 0.196 2.531 -0.226  -0.624
O: -0.105 -1.235 -0.652  -0.728
O: 1.254 -0.260 1.637  -0.455
H: -2.082 -1.323 -0.494  0.150
H: 1.013 1.252 2.938  0.389
H: 0.361 2.566 2.258  0.399
H: -0.295 -2.999 -2.206  0.411
H: -1.927 -2.851 -2.700  0.430
H: -0.310 2.669 -1.049  0.543
H: 0.417 0.548 -0.711  0.247
H: 1.076 -0.815 0.942  0.515

Force components x, y, z for each atom (eV/Å):
C -1.32 -4.25 -0.16
C -2.15 0.65 1.10
N -0.50 1.79 1.54
N -0.41 0.97 -3.90
N 0.88 0.91 1.46
O -0.20 2.78 0.38
O 0.84 -0.53 -0.01
O 1.13 2.47 2.66
H 0.75 -0.96 -1.74
H 0.29 -0.21 2.47
H 0.62 -0.50 -0.47
H 0.56 -0.37 -0.75
H -0.95 -0.10 -0.02
H 0.58 -0.44 0.25
H 0.95 0.57 0.49
H -1.07 -2.78 -3.29



Entry 7:
This record from OMol25 describes a 2-piece molecular cluster, C2H8N3P overall in a non-equilibrium geometry. The level of theory is the ωB97M-V functional and the def2-TZVPD basis.

Computed properties:
Frontier orbital gap: 9.8 eV
Largest force on an atom: 4.49 eV Å⁻¹
HOMO level: -9.03 eV
Multiplicity: 1
ΔE to the lowest compared entry with this formula, charge and spin: 373.45 kJ/mol
Total energy: -586.472445 Ha

Last column: natural (NBO) charge in e.
CARTESIAN COORDINATES (ANGSTROEM)
C: 0.033 -1.636 2.037  -0.448
C: 0.012 2.114 -0.743  -0.908
N: -0.522 -2.147 0.798  -0.323
N: -0.819 -1.501 -0.132  0.259
N: -1.167 -1.144 -1.140  -0.144
P: 0.975 0.630 -1.376  0.251
H: -0.260 -2.469 2.721  0.233
H: -0.653 -0.740 2.260  0.196
H: 1.061 -1.427 1.683  0.234
H: -1.104 1.774 -0.594  0.231
H: 0.290 1.983 0.287  0.227
H: 0.069 3.025 -1.266  0.233
H: 1.941 1.339 -2.108  -0.038
H: 0.145 0.198 -2.427  -0.004

Force components x, y, z for each atom (eV/Å):
C -2.07 0.72 -0.95
C -2.49 -3.61 0.95
N 0.24 -2.81 2.01
N -0.96 0.63 -2.43
N -0.84 0.59 -0.48
P 0.02 0.47 -0.11
H 1.34 1.01 0.00
H 1.69 -0.84 0.34
H -0.14 0.13 1.78
H 1.84 0.68 -0.92
H 0.56 1.51 0.61
H 0.29 1.08 -0.16
H 0.09 0.10 -0.30
H 0.42 0.33 -0.34



Entry 8:
This record from OMol25 describes a 2-piece molecular cluster, C2H8N3P overall in a non-equilibrium geometry. The level of theory is the ωB97M-V functional and the def2-TZVPD basis.

Computed properties:
Frontier orbital gap (alpha / beta): 6.7 / 6.7 eV
Largest force on an atom: 3.98 eV Å⁻¹
HOMO level (alpha / beta): -6.39 / -6.39 eV
Multiplicity: 1
ΔE to the lowest compared entry with this formula, charge and spin: 416.26 kJ/mol
Total energy: -586.456138 Ha

Last column: natural (NBO) charge in e.
CARTESIAN COORDINATES (ANGSTROEM)
C: -2.718 -0.135 -0.312  -0.620
C: -1.540 -0.473 0.536  -0.255
N: 0.694 0.424 0.120  -0.244
N: 4.043 0.874 0.114  -1.108
N: -0.268 -0.339 -0.232  -0.277
P: 3.159 -0.502 0.062  0.359
H: -2.292 -0.442 -1.231  0.199
H: -3.621 -0.616 -0.017  0.223
H: -2.993 0.898 -0.499  0.218
H: -1.403 0.005 1.525  0.227
H: -1.658 -1.532 0.817  0.199
H: 4.085 1.535 0.822  0.370
H: 4.768 1.156 -0.600  0.373
H: -0.257 -0.853 -1.105  0.335

Force components x, y, z for each atom (eV/Å):
C 0.30 1.13 -0.17
C 0.60 -0.54 1.93
N -1.99 -2.25 -1.06
N 1.71 -0.53 -2.55
N 2.02 2.73 2.09
P -0.65 0.25 0.01
H -0.83 -0.80 -1.70
H -0.47 -0.80 -0.04
H 0.46 0.47 0.52
H 0.02 0.31 -0.82
H 0.30 0.07 -0.32
H -0.34 1.07 1.89
H -1.40 -0.67 0.66
H 0.27 -0.45 -0.44



Entry 9:
This record from OMol25 describes an isolated ion of composition C2H8N3S and charge +1 in a non-equilibrium geometry. The level of theory is the ωB97M-V functional and the def2-TZVPD basis.

Computed properties:
Frontier orbital gap: 10.3 eV
Largest force on an atom: 3.64 eV Å⁻¹
HOMO level: -13.86 eV
Multiplicity: 1
Net charge: +1
ΔE to the lowest compared entry with this formula, charge and spin: 62.35 kJ/mol
Total energy: -643.177846 Ha

Last column: natural (NBO) charge in e.
CARTESIAN COORDINATES (ANGSTROEM)
C: -0.899 1.362 1.976  -0.710
C: 0.146 0.189 -0.336  0.330
N: 0.178 -0.926 0.467  -0.794
N: 0.394 -0.037 -1.627  -0.386
N: 0.848 -1.337 -2.048  -0.657
S: -0.330 1.743 0.298  0.381
H: -1.139 2.291 2.278  0.250
H: -0.170 0.970 2.641  0.235
H: -1.764 0.749 1.940  0.241
H: -0.046 -1.830 0.002  0.441
H: 0.260 0.577 -2.390  0.428
H: 0.097 -0.981 1.498  0.440
H: 1.774 -1.479 -1.649  0.398
H: 0.651 -1.290 -3.051  0.402

Force components x, y, z for each atom (eV/Å):
C 0.79 -2.20 -1.80
C -0.82 -1.75 0.99
N -0.31 -0.26 -0.47
N 0.52 -1.10 1.41
N -1.53 1.20 0.56
S 0.69 -0.42 -0.51
H -1.03 3.22 1.34
H 0.88 -0.32 0.32
H -0.80 -0.53 -0.03
H 0.61 0.99 0.22
H -0.24 1.28 -0.10
H 0.01 0.82 -1.28
H 0.13 -0.06 -1.06
H 1.12 -0.86 0.39



- What is the multiplicity in the first record?
  1